[1]
{"formula": "C30H33N4O4RuS", "method": "ωB97M-V/def2-TZVPD", "energy_ha": -2176.0657, "gap_ev": [7.7, 7.6], "relative_energy_kj_mol": 28.13, "multiplicity": 2, "charge": 0, "largest_force_ev_per_a": 0.49, "symbols": ["Ru", "C", "C", "C", "C", "C", "C", "C", "S", "O", "O", "N", "C", "C", "O", "O", "H", "H", "H", "H", "H", "H", "H", "H", "H", "C", "C", "C", "C", "C", "C", "C", "C", "N", "C", "C", "C", "C", "N", "C", "C", "C", "C", "C", "C", "C", "C", "H", "H", "H", "H", "H", "H", "H", "H", "H", "H", "H", "H", "H", "H", "H", "H", "H", "H", "H", "H", "H", "H", "H", "H", "N", "C"], "positions_angstrom": [[0.814, -0.909, -1.189], [2.246, 5.681, 2.629], [1.916, 4.222, 2.475], [1.491, 3.462, 3.562], [1.186, 2.118, 3.419], [1.287, 1.527, 2.168], [1.713, 2.264, 1.073], [2.030, 3.602, 1.234], [0.799, -0.172, 2.019], [1.300, -0.854, 3.181], [-0.620, -0.202, 1.770], [1.525, -0.692, 0.675], [2.989, -0.734, 0.753], [3.574, -0.399, -0.613], [4.715, -0.053, -0.761], [2.714, -0.572, -1.613], [2.239, 5.981, 3.676], [1.520, 6.300, 2.097], [3.230, 5.904, 2.215], [1.410, 3.926, 4.537], [0.880, 1.524, 4.270], [1.806, 1.799, 0.099], [2.372, 4.171, 0.378], [3.332, -1.737, 1.023], [3.396, -0.046, 1.494], [1.178, -4.121, -2.106], [0.506, -4.366, -0.783], [0.788, -5.543, -0.102], [0.182, -5.844, 1.105], [-0.744, -4.971, 1.641], [-1.079, -3.784, 0.997], [-2.123, -2.909, 1.636], [-0.429, -3.487, -0.212], [-0.680, -2.209, -0.825], [-1.844, -1.851, -1.258], [-3.013, -2.752, -1.452], [-1.937, -0.414, -1.525], [-3.200, 0.191, -2.031], [-0.844, 0.226, -1.255], [-0.826, 1.662, -1.127], [-1.619, 2.259, -0.133], [-2.638, 1.545, 0.717], [-1.507, 3.634, 0.053], [-0.680, 4.403, -0.739], [0.045, 3.803, -1.754], [-0.004, 2.431, -1.970], [0.773, 1.865, -3.127], [1.656, -5.040, -2.444], [1.955, -3.356, -2.042], [0.479, -3.795, -2.872], [1.500, -6.233, -0.536], [0.429, -6.760, 1.624], [-1.224, -5.200, 2.585], [-2.030, -2.960, 2.719], [-3.125, -3.259, 1.376], [-2.023, -1.863, 1.363], [-2.750, -3.784, -1.237], [-3.348, -2.676, -2.489], [-3.844, -2.452, -0.812], [-3.442, -0.275, -2.989], [-3.095, 1.262, -2.177], [-4.030, 0.002, -1.349], [-2.539, 0.467, 0.708], [-3.643, 1.817, 0.383], [-2.533, 1.858, 1.755], [-2.098, 4.098, 0.834], [-0.612, 5.472, -0.581], [0.666, 4.405, -2.405], [1.153, 2.683, -3.738], [0.156, 1.227, -3.758], [1.630, 1.270, -2.812], [0.130, -1.530, -4.257], [0.412, -1.254, -3.170]], "lowdin_spin": [0.79, 0.00, 0.00, 0.00, 0.00, 0.01, 0.00, 0.00, 0.02, 0.00, 0.00, 0.13, 0.01, 0.00, 0.00, 0.00, 0.00, 0.00, 0.00, 0.00, 0.00, 0.00, 0.00, 0.00, 0.00, 0.00, 0.00, 0.00, 0.00, 0.00, 0.00, 0.00, 0.00, -0.01, 0.00, 0.00, 0.00, 0.00, 0.00, 0.00, 0.00, 0.00, 0.00, 0.00, 0.00, 0.00, 0.00, 0.00, 0.00, 0.00, 0.00, 0.00, 0.00, 0.00, 0.00, 0.00, 0.00, 0.00, 0.00, 0.00, 0.00, 0.00, 0.00, 0.00, 0.00, 0.00, 0.00, 0.00, 0.00, 0.00, 0.00, 0.04, 0.00]}

[2]
{"formula": "C30H34BF3FeO2S", "method": "ωB97M-V/def2-TZVPD", "energy_ha": -3300.2774, "gap_ev": [5.5, 8.1], "relative_energy_kj_mol": 0.00, "multiplicity": 5, "charge": 0, "largest_force_ev_per_a": 4.91, "symbols": ["C", "C", "C", "C", "C", "B", "C", "C", "C", "C", "C", "F", "F", "F", "C", "C", "O", "C", "C", "C", "C", "C", "C", "O", "S", "H", "H", "H", "H", "H", "H", "H", "H", "H", "H", "H", "H", "H", "H", "H", "H", "H", "H", "H", "H", "H", "C", "C", "C", "C", "C", "C", "C", "Fe", "C", "C", "C", "C", "C", "H", "H", "H", "H", "H", "H", "H", "H", "H", "H", "H", "H", "H"], "positions_angstrom": [[-0.950, -4.938, 1.312], [-0.195, -3.727, 1.707], [0.888, -3.662, 2.571], [1.314, -2.334, 2.833], [0.615, -1.369, 2.115], [2.648, -2.828, -2.216], [0.620, 0.052, 2.400], [1.658, 0.617, 3.185], [1.544, 1.915, 3.667], [0.414, 2.657, 3.355], [0.243, 4.003, 4.003], [-0.636, 4.804, 3.335], [-0.227, 3.881, 5.289], [1.428, 4.685, 4.077], [-0.571, 2.169, 2.502], [-0.469, 0.867, 2.035], [3.805, -3.551, -2.228], [3.378, -4.896, -2.560], [4.289, -5.374, -3.675], [3.646, -5.766, -1.341], [1.837, -4.758, -2.968], [1.521, -5.157, -4.398], [0.859, -5.468, -2.039], [1.551, -3.333, -2.865], [-0.706, -2.142, 1.244], [-0.445, -5.832, 1.696], [-1.966, -4.915, 1.730], [-1.042, -5.016, 0.220], [1.340, -4.552, 3.006], [2.128, -2.075, 3.503], [2.543, 0.030, 3.434], [2.322, 2.342, 4.298], [-1.418, 2.793, 2.228], [-1.283, 0.466, 1.433], [4.043, -6.409, -3.941], [4.214, -4.732, -4.560], [5.327, -5.353, -3.322], [3.418, -6.815, -1.564], [4.711, -5.702, -1.089], [3.075, -5.458, -0.456], [1.736, -6.220, -4.562], [0.452, -5.001, -4.584], [2.087, -4.550, -5.111], [1.000, -6.557, -2.072], [0.941, -5.118, -1.001], [-0.163, -5.256, -2.375], [3.278, -2.432, 0.371], [2.244, -1.976, -0.624], [2.454, -0.568, -1.098], [2.835, -0.170, -2.462], [3.157, 1.239, -2.456], [2.987, 1.737, -1.106], [2.581, 0.628, -0.271], [1.323, 0.880, -1.792], [-0.298, 1.842, -1.212], [-0.542, 0.414, -1.331], [-0.204, 0.004, -2.682], [0.223, 1.186, -3.407], [0.176, 2.318, -2.500], [3.174, -3.496, 0.611], [4.288, -2.277, -0.035], [3.213, -1.870, 1.311], [1.199, -2.187, -0.370], [2.919, -0.859, -3.305], [3.525, 1.806, -3.309], [3.211, 2.739, -0.747], [2.489, 0.626, 0.811], [-0.524, 2.455, -0.345], [-1.030, -0.210, -0.593], [-0.341, -0.992, -3.091], [0.456, 1.228, -4.468], [0.374, 3.354, -2.757]], "lowdin_spin": [0.00, 0.00, 0.00, 0.00, 0.00, 0.00, 0.00, 0.00, 0.00, 0.00, 0.00, 0.00, 0.00, 0.00, 0.00, 0.00, 0.00, 0.00, 0.00, 0.00, 0.00, 0.00, 0.00, 0.00, 0.00, 0.00, 0.00, 0.00, 0.00, 0.00, 0.00, 0.00, 0.00, 0.00, 0.00, 0.00, 0.00, 0.00, 0.00, 0.00, 0.00, 0.00, 0.00, 0.00, 0.00, 0.00, 0.00, 0.01, 0.06, 0.07, 0.08, 0.08, 0.08, 3.16, 0.06, 0.08, 0.08, 0.08, 0.07, 0.00, 0.00, 0.00, 0.00, 0.01, 0.01, 0.01, 0.01, 0.01, 0.01, 0.01, 0.01, 0.01]}

[3]
{"formula": "C30H34FN7O5PPd", "method": "ωB97M-V/def2-TZVPD", "energy_ha": -2491.2174, "gap_ev": [8.3, 5.4], "relative_energy_kj_mol": 0.00, "multiplicity": 5, "charge": 3, "largest_force_ev_per_a": 0.81, "symbols": ["Pd", "C", "C", "N", "C", "C", "C", "O", "O", "C", "O", "C", "C", "C", "F", "C", "C", "C", "N", "C", "C", "N", "C", "C", "H", "H", "H", "H", "H", "H", "H", "H", "H", "H", "H", "H", "H", "H", "H", "H", "H", "H", "O", "C", "N", "C", "O", "C", "C", "C", "C", "C", "C", "H", "H", "H", "H", "C", "N", "C", "N", "C", "N", "C", "P", "C", "C", "H", "H", "H", "H", "H", "H", "H", "H", "H", "H", "H", "H"], "positions_angstrom": [[0.113, -1.264, -3.202], [5.064, -0.365, 2.865], [4.119, 0.588, 2.152], [3.054, -0.134, 1.416], [3.239, -0.395, 0.150], [2.308, -1.077, -0.657], [2.832, -1.580, -1.945], [4.043, -1.808, -1.857], [2.082, -1.850, -2.920], [1.009, -1.406, -0.116], [0.064, -1.817, -0.795], [0.886, -1.218, 1.336], [-0.247, -1.678, 1.997], [-0.354, -1.556, 3.359], [-1.451, -2.057, 3.942], [0.646, -0.957, 4.141], [1.759, -0.464, 3.459], [1.898, -0.607, 2.083], [0.573, -0.822, 5.536], [1.724, -1.189, 6.355], [1.913, -0.135, 7.449], [0.554, 0.408, 7.830], [-0.499, -0.655, 7.727], [-0.690, -1.032, 6.253], [5.826, 0.209, 3.390], [5.569, -1.013, 2.149], [4.551, -1.000, 3.588], [4.658, 1.173, 1.410], [3.634, 1.297, 2.818], [4.171, -0.084, -0.301], [-1.035, -2.173, 1.448], [2.523, 0.041, 4.030], [2.628, -1.251, 5.756], [1.578, -2.181, 6.797], [2.508, 0.710, 7.110], [2.366, -0.555, 8.344], [0.313, 1.175, 7.200], [0.582, 0.795, 8.774], [-1.422, -0.284, 8.164], [-0.148, -1.493, 8.326], [-1.459, -0.406, 5.802], [-1.040, -2.065, 6.224], [0.043, 0.540, -4.868], [0.390, 1.282, -3.932], [0.442, 0.771, -2.677], [0.949, 1.713, -1.800], [1.196, 1.527, -0.625], [1.124, 2.979, -2.588], [1.561, 4.223, -2.202], [1.660, 5.202, -3.196], [1.337, 4.925, -4.518], [0.897, 3.657, -4.903], [0.792, 2.705, -3.914], [1.821, 4.438, -1.174], [2.001, 6.194, -2.934], [1.435, 5.704, -5.261], [0.658, 3.436, -5.935], [-4.832, -1.925, -5.460], [-4.766, -1.924, -4.000], [-5.268, -0.673, -3.419], [-4.435, 0.456, -3.822], [-4.414, 0.472, -5.282], [-3.936, -0.825, -5.787], [-2.529, -1.073, -5.621], [-2.174, -1.153, -3.782], [-3.527, -2.403, -3.436], [-3.087, 0.372, -3.267], [-5.844, -1.708, -5.791], [-4.480, -2.867, -5.871], [-5.275, -0.767, -2.334], [-6.286, -0.512, -3.768], [-3.753, 1.258, -5.644], [-5.422, 0.641, -5.657], [-1.943, -0.246, -6.027], [-2.236, -2.002, -6.109], [-3.639, -2.519, -2.357], [-3.262, -3.371, -3.862], [-2.506, 1.239, -3.588], [-3.131, 0.411, -2.177]], "lowdin_spin": [1.39, 0.00, 0.01, 0.08, 0.04, 0.27, 0.03, 0.35, 0.08, 0.05, 0.21, 0.01, 0.00, 0.01, 0.00, 0.00, 0.02, -0.01, 0.00, 0.00, 0.00, 0.00, 0.00, 0.00, 0.00, 0.00, 0.00, 0.00, 0.00, 0.00, 0.00, 0.00, 0.00, 0.00, 0.00, 0.00, 0.00, 0.00, 0.00, 0.00, 0.00, 0.00, 0.11, 0.01, 0.16, 0.02, 0.03, 0.01, 0.00, 0.00, 0.00, 0.00, 0.00, 0.00, 0.00, 0.00, 0.00, 0.01, 0.31, 0.02, 0.03, 0.02, 0.41, 0.06, 0.13, 0.06, 0.00, 0.00, 0.00, 0.00, 0.00, 0.00, 0.00, 0.01, 0.00, 0.01, 0.00, 0.00, 0.00]}